# 1
Molecular formula: C28H14Cl92N2O4P
Method: DFT, ωB97M-V with the def2-TZVPD basis set

Geometry as XYZ:
```
141
C28H14Cl92N2O4P ωB97M-V with the def2-TZVPD basis set
C -4.0507 -3.7645 -3.3511
C -5.2962 -3.5669 -2.5133
O -5.0867 -3.8050 -1.1063
N -4.9594 -5.1508 -0.7919
C -6.2097 -5.7556 -0.1885
C -7.5049 -5.0439 -0.5624
N -7.8274 -3.8769 -0.2080
C -3.8249 -5.2518 0.2131
P -3.8512 -3.9383 1.5055
O -2.7645 -4.2454 2.4569
O -3.5957 -2.5062 0.8935
O -5.2251 -3.9025 2.3239
H -3.6503 -4.7733 -3.2022
H -3.2746 -3.0430 -3.1220
H -4.3036 -3.7159 -4.4062
H -5.5961 -2.5248 -2.5777
H -6.1522 -4.1419 -2.8681
H -4.6848 -5.7438 -1.5815
H -6.1421 -5.8494 0.8883
H -6.2732 -6.7757 -0.5648
H -8.2103 -5.5959 -1.1787
H -7.0791 -3.4873 0.3727
H -3.8572 -6.2210 0.6918
H -2.8850 -5.1771 -0.3278
H -3.6661 -1.8173 1.5791
H -5.2278 -4.5568 3.0638
C -2.7388 0.7766 2.3391
Cl -3.3984 2.2908 2.9531
Cl -3.4560 -0.5919 3.2177
Cl -3.1531 0.6018 0.6299
Cl -0.9773 0.7843 2.5189
C -2.5083 2.5474 -1.2289
Cl -3.3646 4.0931 -1.0985
Cl -3.6696 1.2424 -1.5192
Cl -1.3541 2.6060 -2.5625
Cl -1.6462 2.2381 0.2825
C -2.0743 3.9717 6.9767
Cl -1.8436 3.0942 5.4562
Cl -3.5338 3.3825 7.7803
Cl -0.6678 3.7334 8.0239
Cl -2.2452 5.6942 6.6297
C -2.0382 5.6346 12.0159
Cl -0.6342 5.5784 13.0886
Cl -3.3368 4.6424 12.6917
Cl -2.5941 7.3054 11.8584
Cl -1.5852 5.0068 10.4227
C -0.8148 -7.9595 0.7817
Cl -1.5638 -6.5649 1.5682
Cl -1.3762 -9.4564 1.5356
Cl -1.2567 -7.9751 -0.9342
Cl 0.9389 -7.8230 0.9577
C 3.5015 2.8441 8.1346
Cl 4.5376 4.0577 7.3769
Cl 2.4691 3.6125 9.3487
Cl 2.4855 2.0833 6.9015
Cl 4.5123 1.6243 8.9184
C -3.7515 -4.7907 5.9045
Cl -4.7951 -4.4012 7.2703
Cl -2.3620 -5.7143 6.4511
Cl -4.6602 -5.7749 4.7228
Cl -3.2180 -3.3163 5.0988
C -0.9008 6.8169 -4.3003
Cl -1.9936 5.9876 -3.1893
Cl 0.2749 5.6586 -4.9412
Cl -1.8220 7.4987 -5.6500
Cl -0.0577 8.1127 -3.4461
C 1.3630 -5.3895 -3.1506
Cl 3.0303 -4.8337 -3.2719
Cl 1.0835 -6.0734 -1.5403
Cl 0.2537 -4.0268 -3.3971
Cl 1.0466 -6.6156 -4.3848
C -7.5528 0.1194 -0.9452
Cl -6.2228 -0.9371 -1.4742
Cl -6.9141 1.7184 -0.5513
Cl -8.7414 0.2556 -2.2416
Cl -8.3168 -0.5819 0.4855
C 3.3486 0.4489 3.4092
Cl 4.0967 -0.1425 1.9210
Cl 2.9646 -0.9171 4.4640
Cl 4.4610 1.5512 4.2249
Cl 1.8568 1.3197 3.0019
C 1.1495 -4.1195 8.1270
Cl 1.9464 -5.5738 7.5117
Cl 2.3633 -2.9283 8.5833
Cl 0.1101 -3.4467 6.8662
Cl 0.1658 -4.5364 9.5350
C 5.4727 -4.0709 0.0094
Cl 4.0073 -5.0116 -0.2993
Cl 5.7453 -2.9638 -1.3439
Cl 5.2762 -3.1424 1.5001
Cl 6.8525 -5.1613 0.1670
C 1.8376 -0.2444 -5.4846
Cl 0.8718 1.0118 -4.6757
Cl 1.3873 -1.8126 -4.7937
Cl 1.5117 -0.2775 -7.2200
Cl 3.5466 0.0809 -5.1983
C -6.9816 -1.4775 -5.8743
Cl -6.0693 -1.7755 -7.3560
Cl -7.0256 -2.9603 -4.8997
Cl -6.2041 -0.1936 -4.9454
Cl -8.6305 -0.9975 -6.2789
C 4.6887 3.9626 -4.1428
Cl 5.4699 3.8610 -5.7255
Cl 4.6100 2.3443 -3.4328
Cl 5.6080 5.0388 -3.0858
Cl 3.0473 4.5914 -4.3319
C -4.6046 9.2800 -2.1727
Cl -3.7552 9.0431 -3.7052
Cl -4.7239 7.7383 -1.3095
Cl -3.7147 10.4384 -1.1795
Cl -6.2301 9.8976 -2.4871
C -2.6942 -8.4376 -4.7451
Cl -4.4190 -8.5513 -4.3410
Cl -2.5036 -8.3166 -6.4917
Cl -2.0078 -6.9944 -3.9794
Cl -1.8533 -9.8678 -4.1489
C 9.6114 3.6906 -4.5344
Cl 9.9466 3.1731 -6.1906
Cl 8.2948 2.7155 -3.8667
Cl 11.0610 3.4813 -3.5476
Cl 9.1399 5.3946 -4.5338
C 14.7433 5.0731 -1.7908
Cl 16.0343 6.2726 -1.6675
Cl 13.2484 5.8624 -2.3056
Cl 15.1922 3.8410 -2.9767
Cl 14.4932 4.3104 -0.2157
C 7.2955 4.1590 11.0295
Cl 7.7970 5.0020 9.5587
Cl 7.6218 5.1790 12.4346
Cl 5.5666 3.8032 10.9406
Cl 8.1971 2.6451 11.1764
C 8.5588 6.0113 -9.0775
Cl 7.4561 5.1525 -7.9949
Cl 9.7038 4.8624 -9.7807
Cl 7.6340 6.7880 -10.3672
Cl 9.4413 7.2365 -8.1609
C 1.3651 4.0226 -8.3506
Cl 2.9491 4.8048 -8.3683
Cl 1.1873 3.0890 -6.8577
Cl 0.0978 5.2513 -8.4378
Cl 1.2266 2.9347 -9.7393
```

Calculated values
- E (Ha) = -44164.10990
- charge = +1
- max |F| (eV Å⁻¹) = 8.0
- orbital gap (eV) = 8.2
- LUMO level (eV) = -2.82
- HOMO level (eV) = -11.03


# 2
Molecular formula: C4H14NOS
Method: DFT, ωB97M-V with the def2-TZVPD basis set

Geometry as XYZ:
```
21
C4H14NOS ωB97M-V with the def2-TZVPD basis set
C -0.0783 1.1106 -1.1031
C 0.1375 -0.2735 -1.7043
C -0.4792 -1.4213 -0.9103
S -0.7633 -1.1007 0.8823
C 0.8029 -1.2834 1.7414
N -1.5822 1.4664 -1.0735
H 0.1576 1.1844 0.0204
H 0.3395 1.8830 -1.8293
H 1.2375 -0.5641 -1.7911
H -0.1324 -0.3720 -2.7859
H 0.0252 -2.4331 -1.1299
H -1.5021 -1.7210 -1.3102
H 0.5022 -0.7690 2.6664
H 1.8470 -0.9708 1.4405
H 1.0615 -2.3641 1.9925
H -1.9365 1.1203 -2.0798
H -2.1107 1.0441 -0.3025
H -1.6795 2.4712 -0.9989
H 2.6904 2.7125 0.7479
H 2.0431 2.1812 1.9691
O 2.3061 1.8937 1.0808
```

Calculated values
- E (Ha) = -688.69714
- charge = +1
- max |F| (eV Å⁻¹) = 3.7
- orbital gap (eV) = 8.8
- LUMO level (eV) = -3.51
- HOMO level (eV) = -12.35


# 3
Molecular formula: C13H24F3N3O3RbTa
Method: DFT, ωB97M-V with the def2-TZVPD basis set

Geometry as XYZ:
```
48
C13H24F3N3O3RbTa ωB97M-V with the def2-TZVPD basis set
N -0.4873 1.6967 -1.1389
C -1.0820 2.6740 -1.5776
O -1.6437 3.6159 -2.0024
Rb 2.3957 -0.5265 -2.0182
Ta -0.3836 0.1994 0.1854
N 1.3890 0.5714 1.0243
N 0.0716 -1.4175 -0.8781
C 1.6332 1.9070 1.6994
C -0.4973 -2.1565 -2.0868
C 2.4857 2.7492 0.7536
C 2.3418 1.6887 3.0412
C 0.3240 2.6292 1.9674
C 0.5154 -3.2444 -2.4783
C -1.8538 -2.7708 -1.7300
C -0.7204 -1.1457 -3.2062
H 3.4521 2.2758 0.5423
H 2.6720 3.7348 1.2025
H 1.9699 2.9011 -0.2035
H 1.7818 0.9825 3.6661
H 2.4003 2.6383 3.5884
H 3.3683 1.3210 2.9296
H -0.2214 2.8715 1.0429
H 0.5630 3.5894 2.4504
H -0.3202 2.0791 2.6655
H 1.5495 -2.8868 -2.6160
H 0.2266 -3.6956 -3.4317
H 0.5402 -4.0425 -1.7271
H -1.7598 -3.5793 -0.9974
H -2.2970 -3.2054 -2.6394
H -2.5383 -2.0074 -1.3415
H -1.3104 -0.2798 -2.8767
H -1.2993 -1.6477 -3.9956
H 0.1996 -0.7920 -3.7016
C 0.1494 -2.2319 0.3956
H -0.0070 -1.5728 1.3100
H -0.6148 -3.0237 0.3941
H 1.1424 -2.7101 0.5089
C 2.6133 -0.2947 1.0008
H 2.8879 -0.6216 2.0203
H 2.4469 -1.2690 0.4857
H 3.4765 0.2489 0.5498
F -5.1108 0.6576 0.1960
C -4.2518 0.8516 1.2101
F -4.2584 2.1666 1.5437
F -4.6593 0.1448 2.2830
C -2.8371 0.4038 0.7762
O -2.5661 0.1305 -0.4255
O -1.8762 0.3931 1.6391
```

Calculated values
- E (Ha) = -1280.00383
- charge = +2
- max |F| (eV Å⁻¹) = 2.8
- orbital gap (eV) = 8.6
- LUMO level (eV) = -7.89
- HOMO level (eV) = -16.45


# 4
Molecular formula: C5H7NO
Method: DFT, ωB97M-V with the def2-TZVPD basis set

Geometry as XYZ:
```
14
C5H7NO ωB97M-V with the def2-TZVPD basis set
H 2.8617 -1.6970 0.3809
N 1.8958 -1.9973 0.5105
C 1.1195 -1.0303 0.3189
O 1.5980 0.2626 0.0177
C 0.5381 1.0956 -0.0026
C -0.6561 0.5214 0.3069
C -1.3559 -0.5317 -0.4854
C -0.3362 -0.9200 0.5573
H 0.8150 2.1328 -0.1552
H -1.0807 -0.6425 -1.5338
H -2.3813 -0.8154 -0.2646
H -0.7119 -1.3954 1.4605
H -0.9800 2.6718 -0.8482
H -1.3259 2.3455 -0.2628
```

Calculated values
- SMILES string = [H]/N=C1\OC=C2C[C@H]21.[H][H]
- E (Ha) = -324.54508
- max |F| (eV Å⁻¹) = 0.6
- orbital gap (eV) = 8.8
- LUMO level (eV) = 0.23
- HOMO level (eV) = -8.59


# 5
Molecular formula: C5H8O
Method: DFT, ωB97M-V with the def2-TZVPD basis set

Geometry as XYZ:
```
14
C5H8O ωB97M-V with the def2-TZVPD basis set
C 1.6653 -0.6358 0.1717
C 0.5434 0.3764 -0.0330
C -0.5996 -0.0836 -0.9793
C -1.6421 0.1854 0.1258
C -0.5438 0.7399 1.0112
O -0.5579 1.2662 2.0913
H 2.3503 -0.3663 0.9795
H 1.2847 -1.6477 0.3575
H 2.2435 -0.6798 -0.7598
H 0.9735 1.3335 -0.3495
H -0.6911 0.5203 -1.8850
H -0.5517 -1.1379 -1.2696
H -2.5438 0.7664 -0.0885
H -1.8821 -0.7455 0.6471
```

Calculated values
- SMILES string = C[C@H]1CCC1=O
- E (Ha) = -270.52245
- max |F| (eV Å⁻¹) = 0.7
- orbital gap (eV) = 10.3
- LUMO level (eV) = 1.00
- HOMO level (eV) = -9.34


# 6
Molecular formula: C33H56ClN2NdO3P
Method: DFT, ωB97M-V with the def2-TZVPD basis set

Geometry as XYZ:
```
97
C33H56ClN2NdO3P ωB97M-V with the def2-TZVPD basis set
Nd -2.4817 0.0661 3.3087
Cl -4.4680 1.3090 4.2042
P 1.2167 0.7167 -0.5371
C 1.2614 -1.1025 0.1067
H 1.6025 -1.8229 -0.6668
H 0.1395 -1.1936 0.1842
C -0.3928 1.5589 -0.3148
C 1.4857 0.0593 -2.2357
C -0.4307 2.9677 -0.9215
H -1.1208 0.9264 -0.8451
C -1.8680 3.4893 -0.9850
H 0.1673 3.6552 -0.3162
H -0.0054 2.9794 -1.9289
C -2.5267 3.5019 0.4011
H -1.8870 4.4943 -1.4097
H -2.4582 2.8293 -1.6557
C -2.3901 2.1468 1.1486
H -2.0650 4.2710 1.0152
H -3.5996 3.7598 0.3054
C -0.9338 1.6640 1.1416
H -2.8001 2.2959 2.1799
H -3.0096 1.3923 0.6250
H -0.3286 2.3755 1.7237
H -0.8129 0.6533 1.6145
C 2.5637 1.7450 0.1203
C 2.9205 -0.4386 -2.3999
H 0.8215 -0.8386 -2.3314
C 3.1018 -1.1725 -3.7426
H 3.6253 0.4144 -2.3211
H 3.2007 -1.1362 -1.5969
C 2.4444 -0.4393 -4.9321
H 4.1711 -1.2968 -3.9209
H 2.6749 -2.1746 -3.6482
C 1.0606 0.1359 -4.6614
H 3.1194 0.3728 -5.2574
H 2.3839 -1.1512 -5.7747
C 1.0271 0.9758 -3.3694
H 0.7319 0.7691 -5.4956
H 0.3317 -0.6796 -4.5624
H 1.6851 1.8525 -3.4329
H -0.0046 1.3362 -3.1870
C 2.2882 2.4237 1.4823
H 3.4131 1.0592 0.2536
C 3.5558 3.0807 2.0252
H 1.5109 3.1930 1.3567
H 1.9036 1.7090 2.2118
C 4.1272 4.1055 1.0412
H 3.3412 3.5739 2.9852
H 4.3067 2.3042 2.2179
C 4.3157 3.5023 -0.3687
H 3.4530 4.9619 0.9658
H 5.0927 4.4817 1.3923
C 3.0352 2.8207 -0.8886
H 4.6265 4.2828 -1.0898
H 5.1160 2.7422 -0.3289
H 2.2384 3.5713 -1.0324
H 3.2383 2.3787 -1.8762
C -0.9541 0.0373 5.1059
C 2.0018 -1.1034 1.2334
H -0.3209 0.9039 4.7562
C 2.0731 -2.1028 2.3175
H 2.5677 -0.2277 1.5053
C 0.8017 -2.7934 2.8814
H 2.6858 -2.9544 1.8687
H 2.7192 -1.7321 3.1277
C 0.1136 -2.4652 4.2462
H 0.0628 -2.8498 2.0697
H 1.1126 -3.8548 3.0037
C -0.0644 -1.1505 5.1135
H -0.8604 -2.9689 4.1723
H 0.6637 -3.0976 4.9755
H -0.6641 -1.6282 5.9479
H 0.9402 -0.8801 5.4795
C -1.4355 -1.9387 -2.4590
C -2.7379 -2.6688 -2.1479
C -3.1061 -2.7489 -0.6301
C -4.5056 -3.4092 -0.4020
C -5.5975 -2.6987 -1.1812
C -2.0793 -3.4619 0.1995
O -0.9742 -3.8555 -0.1513
N -2.5341 -3.5569 1.5391
C -2.8994 -2.3774 2.1270
O -2.8439 -2.2703 3.3970
N -3.1574 -1.2900 1.3582
C -3.1542 -1.3613 -0.0186
O -3.1591 -0.3091 -0.6740
H -1.5699 -0.8806 -2.2027
H -1.2022 -2.0101 -3.5152
H -0.6148 -2.3698 -1.8764
H -3.5596 -2.1351 -2.6492
H -2.7136 -3.6893 -2.5573
H -4.4405 -4.4737 -0.6327
H -4.7136 -3.3347 0.6747
H -5.6540 -3.0828 -2.2037
H -6.5561 -2.8608 -0.6939
H -5.3914 -1.6266 -1.2095
H -1.9942 -4.1804 2.1290
```

Calculated values
- expectation value of S² = 3.78
- E (Ha) = -2989.10116
- charge = -1
- max |F| (eV Å⁻¹) = 6.1
- orbital gap (alpha / beta) (eV) = 3.2 / 3.3
- LUMO level (alpha / beta) (eV) = 2.10 / 2.10
- multiplicity = 4
- HOMO level (alpha / beta) (eV) = -1.10 / -1.19


# 7
Molecular formula: C13H23CrN2O2P
Method: DFT, ωB97M-V with the def2-TZVPD basis set

Geometry as XYZ:
```
42
C13H23CrN2O2P ωB97M-V with the def2-TZVPD basis set
C -2.3214 -0.1205 -2.3284
C -2.0104 -1.1891 -1.4897
C -1.3235 -0.9740 -0.2758
C -1.0819 0.3254 0.1625
C -1.3226 1.3837 -0.7212
C -1.9612 1.1750 -1.9516
C -0.8758 -2.1730 0.5050
C -0.1584 -3.2285 -0.3837
N 1.1596 -2.8572 -0.8105
Cr -0.4835 0.7722 2.2111
C -0.8798 2.7769 -0.3370
P 0.4048 2.5792 0.9684
H -2.2985 -2.2134 -1.7471
H -2.1572 2.0333 -2.5988
H -2.8146 -0.2972 -3.2829
H -1.6967 3.3794 0.0952
H -0.4357 3.3380 -1.1721
H -0.2205 -1.8889 1.3452
H -1.7441 -2.6850 0.9533
H -0.0568 -4.1505 0.2114
C 0.6899 4.2317 1.5916
C 1.8644 2.1289 -0.0295
H -0.7537 -3.4421 -1.2832
C 1.3967 -2.2407 -2.0767
C 2.2857 -3.1303 0.0336
H 1.2036 0.2305 2.3830
H 2.1384 -2.8185 -2.6572
H 0.4594 -2.1785 -2.6482
H 1.8002 -1.2178 -1.9521
H 2.8732 -3.9826 -0.3531
H 2.9703 -2.2686 0.1036
H 1.9209 -3.3848 1.0382
H 2.1894 2.9820 -0.6388
H 2.6609 1.8281 0.6602
H 1.6416 1.2734 -0.6792
H 0.7690 4.9352 0.7534
H -0.1427 4.5139 2.2469
H 1.6174 4.2249 2.1739
H 1.1487 0.4049 1.6396
O -1.5869 -0.2603 3.7300
N -2.5016 0.6222 3.7351
O -2.3666 1.5625 2.8758
```

Calculated values
- expectation value of S² = 6.03
- E (Ha) = -2154.78366
- max |F| (eV Å⁻¹) = 2.3
- orbital gap (alpha / beta) (eV) = 7.3 / 7.1
- LUMO level (alpha / beta) (eV) = 0.33 / -0.46
- multiplicity = 5
- HOMO level (alpha / beta) (eV) = -6.98 / -7.55


# 8
Molecular formula: C19H19BrClN3O2
Method: DFT, ωB97M-V with the def2-TZVPD basis set

Geometry as XYZ:
```
45
C19H19BrClN3O2 ωB97M-V with the def2-TZVPD basis set
C 6.3227 0.2416 -0.0061
C 5.1887 -0.7330 -0.2455
O 5.3900 -1.9069 -0.4867
N 3.9295 -0.2283 -0.2003
C 3.5339 1.1094 0.1662
C 2.6815 1.0477 1.4484
N 1.5520 0.1562 1.3272
C 0.3133 0.6377 0.9354
C 0.1464 1.8624 0.2774
C -1.0956 2.3369 -0.0896
C -2.2447 1.6023 0.1828
N -3.4884 2.0898 -0.2301
C -4.5937 1.4067 -0.6399
O -5.6211 1.9869 -0.9142
C -4.4386 -0.0720 -0.8102
C -3.5104 -0.5652 -1.7215
C -3.4110 -1.9238 -1.9581
C -4.2417 -2.8069 -1.2869
C -5.1731 -2.3336 -0.3805
C -5.2718 -0.9705 -0.1532
Br -6.5211 -0.3411 1.1371
C -2.1154 0.4198 0.9045
C -0.8687 -0.0443 1.2718
Cl -0.8326 -1.4738 2.2517
C 1.9765 -1.1731 0.9301
C 2.7948 -1.1130 -0.3662
H 6.2904 1.0593 -0.7224
H 6.2828 0.6431 1.0042
H 7.2564 -0.2999 -0.1304
H 4.4010 1.7446 0.3320
H 2.9426 1.5313 -0.6565
H 2.3386 2.0422 1.7346
H 3.3109 0.6562 2.2567
H 1.0102 2.4589 0.0321
H -1.1737 3.2811 -0.6079
H -3.5839 3.0973 -0.2789
H -2.8696 0.1279 -2.2464
H -2.6861 -2.2939 -2.6666
H -4.1659 -3.8682 -1.4669
H -5.8222 -3.0126 0.1503
H -2.9867 -0.1292 1.2201
H 2.5958 -1.5917 1.7301
H 1.1147 -1.8180 0.7784
H 2.1653 -0.7391 -1.1830
H 3.1782 -2.1013 -0.6230
```

Calculated values
- SMILES string = CC(=O)N1CCN(c2ccc(NC(=O)c3ccccc3Br)cc2Cl)CC1
- E (Ha) = -4084.41388
- max |F| (eV Å⁻¹) = 0.7
- orbital gap (eV) = 8.4
- LUMO level (eV) = 0.47
- HOMO level (eV) = -7.91


# 9
Molecular formula: C3H4N2S
Method: DFT, ωB97M-V with the def2-TZVPD basis set

Geometry as XYZ:
```
10
C3H4N2S ωB97M-V with the def2-TZVPD basis set
C 0.2810 -1.1764 0.9049
N -0.3036 -1.6737 -0.1976
N -1.2174 -0.7882 -0.8557
C -0.7559 0.3818 -0.9297
S 0.6278 1.2401 -0.2311
C 0.4334 0.3252 1.3058
H 0.9137 -1.9043 1.3567
H -1.4146 0.9814 -1.6431
H 1.5861 0.2340 1.6388
H -0.2350 0.8958 2.0329
```

Calculated values
- SMILES string = C1=NN=CSC1
- E (Ha) = -624.31020
- max |F| (eV Å⁻¹) = 4.6
- orbital gap (eV) = 9.7
- LUMO level (eV) = 0.21
- HOMO level (eV) = -9.45


# 10
Molecular formula: H16HfO8
Method: DFT, ωB97M-V with the def2-TZVPD basis set

Geometry as XYZ:
```
25
H16HfO8 ωB97M-V with the def2-TZVPD basis set
Hf 0.0374 -0.0940 0.0302
O 1.4574 -0.6970 1.5552
H 1.2874 -0.8290 2.5312
H 2.4224 -0.7180 1.5562
O 0.9784 1.7310 0.5952
H 1.3214 2.3970 -0.0828
H 1.2884 1.9840 1.4672
O -0.3266 0.1330 -2.0518
H -0.6266 -0.6800 -2.4898
H -0.5506 0.9660 -2.5908
O 2.0354 0.0380 -1.0358
H 2.2174 0.3390 -1.9438
H 2.9604 -0.0840 -0.8158
O 0.4394 -2.0810 -0.5528
H 0.0714 -2.8690 -0.2328
H 1.0204 -2.3050 -1.3498
O -1.8776 -1.0620 -0.1278
H -2.6176 -0.8740 -0.7428
H -2.0976 -1.9160 0.2642
O -1.0666 0.2660 1.8842
H -1.2116 1.2050 2.2112
H -1.6846 -0.2820 2.4892
O -1.5776 1.5470 -0.3718
H -1.3736 2.4330 0.0022
H -2.5276 1.4520 -0.1968
```

Calculated values
- E (Ha) = -657.92621
- charge = +4
- max |F| (eV Å⁻¹) = 3.5
- orbital gap (eV) = 12.0
- LUMO level (eV) = -16.80
- HOMO level (eV) = -28.81